Below is C5H7NS in the gas phase at a distorted geometry, with properties calculated with wB97M-V/def2-TZVPD.

Values from the calculation:
HOMO, eV: -8.7193
ΔE to the lowest compared entry with this formula, charge and spin, kJ/mol: 138.2
SMILES string: S=C1C[C@@H]2N[C@@H]2C1

Structure (ORCA input):
```
! RIJCOSX wB97M-V def2-TZVPD def2/J DEFGRID3
* xyz 0 1
C 1.151 0.167 0.447
C -0.675 -0.826 -0.759
C -1.103 0.627 -0.441
H 2.190 0.460 0.411
C 0.700 -1.103 -0.245
H -1.323 1.195 -1.398
S -1.629 -1.907 -1.561
C 0.100 1.200 0.268
N 0.393 0.639 1.570
H -0.327 0.008 1.914
H 0.682 -2.001 0.448
H -1.956 0.617 0.271
H 0.424 2.261 0.143
H 1.374 -1.337 -1.068
*
```